{"formula": "C27H44N7O5", "method": "ωB97M-V/def2-TZVPD", "symbols": ["C", "C", "C", "C", "C", "C", "N", "O", "C", "C", "C", "H", "H", "H", "H", "H", "H", "H", "H", "H", "H", "H", "H", "H", "H", "H", "H", "H", "H", "N", "C", "C", "C", "C", "H", "H", "H", "H", "H", "N", "C", "C", "C", "C", "H", "H", "H", "H", "H", "N", "C", "C", "C", "C", "H", "H", "H", "H", "H", "N", "C", "C", "C", "C", "H", "H", "H", "H", "H", "C", "N", "O", "O", "H", "H", "H", "C", "N", "O", "O", "H", "H", "H"], "coordinates": [[62.3130, 53.1570, 10.4770], [61.5330, 53.3130, 11.7850], [60.9220, 51.9260, 12.2130], [60.5740, 51.7950, 13.6660], [61.8730, 51.9670, 14.3880], [62.3230, 53.5720, 14.3090], [62.5230, 53.7790, 12.8760], [63.4280, 54.5890, 12.4270], [63.7480, 53.7290, 14.9770], [61.3710, 54.4610, 15.0340], [60.3810, 54.3030, 11.6300], [63.0420, 52.3460, 10.5870], [62.9290, 54.1160, 10.1880], [61.7580, 52.7040, 9.6460], [61.6510, 51.3380, 11.9190], [60.1320, 51.7160, 11.2400], [60.0830, 50.7580, 13.7690], [59.7630, 52.5680, 13.6360], [62.3720, 51.1100, 14.3050], [61.7620, 51.7150, 15.6400], [63.6990, 53.8010, 16.1260], [63.8890, 54.8780, 14.8860], [64.6140, 53.0820, 14.7620], [60.3730, 54.2150, 14.8810], [61.6860, 55.3570, 14.8120], [61.5730, 54.4290, 16.1120], [60.7940, 55.5890, 11.4670], [59.7180, 54.5010, 12.6020], [59.6300, 54.1400, 10.8490], [66.3250, 56.2110, 18.4880], [65.3650, 55.2140, 18.2230], [64.1070, 55.7680, 18.0410], [64.3520, 57.2950, 18.2710], [65.8180, 57.5140, 18.5740], [67.3950, 56.2060, 18.8110], [65.6440, 54.2400, 18.0880], [63.2880, 55.3120, 17.7690], [63.6310, 58.0300, 18.2590], [66.3350, 58.3060, 18.9800], [56.7410, 52.2250, 13.3010], [56.4920, 53.1010, 12.3210], [56.5090, 52.2280, 10.8780], [57.0020, 50.7880, 11.2410], [56.9730, 50.9130, 12.7460], [56.8450, 52.5750, 14.1500], [56.0100, 53.9680, 12.4340], [56.0950, 52.7230, 10.1120], [57.1760, 49.9210, 10.7670], [57.1960, 50.0340, 13.4080], [63.6690, 57.6190, 13.7040], [62.5680, 57.6530, 12.9170], [61.3090, 57.8730, 13.7930], [61.8160, 58.1270, 15.2330], [63.3600, 57.8310, 15.0920], [64.6200, 57.7000, 13.3190], [62.8800, 57.4600, 11.9790], [60.3360, 58.0780, 13.4280], [61.1620, 58.2570, 16.0620], [64.2960, 57.6140, 15.6430], [59.0890, 57.6630, 17.6780], [59.7540, 56.5950, 18.2820], [60.0170, 56.8590, 19.7250], [59.5880, 58.3540, 19.9210], [58.8920, 58.6910, 18.6370], [58.8200, 57.8920, 16.6520], [59.8080, 55.5710, 17.7160], [60.4360, 56.2940, 20.4530], [59.7610, 59.1580, 20.5730], [58.2340, 59.5860, 18.1990], [58.7320, 52.4180, 18.7650], [59.1380, 52.2860, 17.4560], [60.0060, 51.3810, 17.1330], [58.8030, 53.1890, 16.6880], [58.5060, 51.4060, 19.3580], [57.6120, 52.9940, 18.8980], [59.5560, 53.0050, 19.2240], [59.6990, 48.0790, 16.5800], [58.2350, 48.1080, 16.8410], [57.7410, 47.2100, 16.2470], [57.8070, 48.7830, 17.7100], [59.8160, 48.9440, 15.7490], [59.8690, 47.2720, 16.0850], [60.3660, 48.0910, 17.3490]], "atomic_forces_ev_per_a": [[1.9953, 0.8093, -0.3990], [-1.0892, -0.8880, -0.3569], [-3.0674, 2.4512, -3.5853], [-2.5339, -0.8893, -1.8983], [-3.8034, 4.1057, 5.5961], [3.5946, -5.4756, 1.4282], [2.2160, 5.4297, -3.6474], [-3.9970, -4.1747, 2.8878], [-0.7555, 3.2786, 2.0800], [0.0756, -3.4702, 1.6037], [-0.3990, 5.9776, 2.4349], [0.3633, 0.2780, 0.4553], [-1.6597, -1.9293, 0.2974], [-0.6106, 0.9313, 0.2730], [3.6859, -3.6586, -0.9187], [1.3589, 0.5986, 3.3678], [0.7315, 1.6249, 0.2922], [0.5002, -0.5969, 1.7361], [3.6011, -2.6637, -1.8394], [-0.2743, 1.5610, -3.1352], [-0.5535, -0.9708, -1.6501], [0.8393, -1.8237, -0.4882], [-0.6712, 0.4266, -0.6819], [-1.7458, 0.0267, -0.4640], [0.7182, 5.3983, -1.5334], [0.0292, -0.6806, -0.2431], [-0.9448, -4.1133, 0.2475], [1.5595, -0.8672, -1.8394], [0.7374, -0.5789, -0.0634], [2.7827, 1.3695, 1.3695], [-0.2073, 3.4966, 0.1329], [7.0191, 6.4656, 2.2645], [4.5077, -3.3941, 0.5472], [-6.9824, -5.3039, -2.1056], [-3.4388, -1.2365, -1.1840], [0.8853, -2.2286, -0.1242], [-4.2269, -2.1303, -1.1946], [-1.4347, 1.4250, -0.0375], [1.0626, 1.5399, 0.4663], [-0.0783, -4.0964, -7.1543], [1.0767, -6.9402, -6.8688], [2.7522, -1.6677, 8.7503], [-3.1643, 9.4137, 6.5627], [1.1804, -0.6494, -1.3023], [0.5406, 0.7666, 5.0682], [-1.3763, 3.3551, 0.5767], [-0.9737, 1.1731, -3.2279], [0.3782, -2.6654, -1.8717], [-0.1648, 1.3404, -0.4650], [-1.7953, 0.9048, 3.0983], [-3.4060, 0.8343, 5.5377], [6.3014, 0.4578, 0.9980], [4.6241, -2.7766, -5.9034], [-2.4900, 0.2584, -1.8898], [-0.8144, -0.3485, 0.5472], [-0.5631, -0.2896, -3.6641], [-0.6399, -0.0559, -0.3088], [0.2186, 0.1304, 0.7225], [-1.3888, 0.7691, 0.7594], [-0.4409, 1.3255, 0.9149], [-0.0286, -1.3697, 1.9713], [-2.7623, 5.8336, -5.9104], [-2.0908, -3.2067, -6.1904], [1.0765, -0.0966, 0.4777], [0.7614, -1.3411, 2.6806], [0.0477, 2.2635, 1.2119], [1.3139, -1.8259, 1.6904], [0.1263, 0.1805, 1.4664], [1.9795, -1.8281, 1.6067], [-4.4502, -0.3885, 5.5728], [3.1877, -1.3724, -4.7274], [-3.0275, 2.5670, 1.1899], [0.2088, -1.2508, 0.3200], [1.2003, 2.0237, -1.7109], [3.5888, -1.2612, -0.8445], [-0.7862, -0.3663, 0.2013], [-1.5038, 7.0581, -2.5055], [4.1246, -1.9049, 0.8185], [-3.1819, -1.1532, -1.3367], [-1.6455, 1.8397, 1.2251], [0.2746, -1.6048, 2.2989], [0.7506, -5.1634, -3.1155], [1.1915, 1.0078, 2.6386]], "total_energy_ev": -49348.816, "total_charge": 1, "e_above_lowest_kj_mol": 485.6, "multiplicity": 1, "e_homo_ha": -0.3617, "orbital_gap_ha": 0.138}